No. 1
The following is a DFT calculation (the ωB97M-V functional and the def2-TZVPD basis) of a cluster of 6 separate species, C8H28O6 in total.

Values from the calculation:
ΔE to the lowest compared entry with this formula, charge and spin ... 72.8 kcal per mole
LUMO energy ... 0.41 eV
SMILES string ... CCO.CCO.CO.CO.CO.CO
Kohn-Sham gap ... 10.54 eV
HOMO ... -10.14 eV

```
42
Properties=species:S:1:pos:R:3:forces:R:3:lowdin_charge:R:1
C 4.2637 2.0646 5.5868 0.38 -0.73 -1.25 -0.07
C 4.3307 1.0804 4.3761 -0.39 2.23 -0.68 -0.35
O 3.4594 0.0090 4.5518 0.30 -0.69 0.38 -0.07
H 4.7811 1.6492 6.4515 0.12 0.28 0.06 0.07
H 3.2203 2.2444 5.8458 0.01 -0.12 -0.08 0.07
H 4.6835 3.0055 5.2311 0.27 0.08 0.50 0.07
H 5.3118 0.7682 4.0184 0.51 -0.21 0.83 0.11
H 4.0165 1.6385 3.4941 -0.57 0.09 -0.03 0.10
H 3.9002 -0.3922 5.3044 -0.65 -0.92 0.25 0.08
C -0.0736 4.0451 -5.1499 0.28 0.48 -1.34 -0.08
C -0.5440 5.2279 -6.1103 -0.29 -2.17 1.16 -0.32
O -1.0511 6.2684 -5.3512 -0.18 1.36 0.41 -0.08
H 0.6807 4.2483 -4.3897 0.36 0.68 -0.48 0.06
H 0.3207 3.3083 -5.8497 0.05 -0.49 0.35 0.06
H -0.8533 3.6029 -4.5298 -0.59 0.07 -0.55 0.06
H -1.3849 4.8520 -6.6931 0.09 -0.50 -0.37 0.10
H 0.1836 5.5483 -6.8559 0.36 0.20 0.57 0.11
H -1.8688 5.9130 -4.9952 -0.09 0.37 0.26 0.08
C -4.4070 0.9732 4.5998 0.41 -0.15 -0.99 -0.17
O -3.2743 0.9083 5.4509 -0.35 -0.24 0.41 -0.12
H -4.3020 1.8361 3.9422 -0.51 0.46 0.25 0.07
H -4.4717 0.1522 3.8857 0.21 -0.50 0.15 0.07
H -5.3478 0.9387 5.1491 0.33 0.42 0.28 0.08
H -2.5111 0.6136 4.9486 -0.07 0.01 -0.11 0.07
C 0.3699 -3.2982 -4.3093 -0.04 -1.17 0.77 -0.15
O 0.4707 -4.7260 -4.3112 0.47 -0.34 -0.67 -0.14
H 1.3515 -2.8829 -4.0812 -0.03 0.13 0.13 0.07
H 0.0717 -2.9380 -5.2940 -0.34 0.01 0.16 0.07
H -0.3353 -3.1152 -3.4985 -0.06 1.10 -0.34 0.08
H -0.0892 -5.1233 -3.6402 -0.01 0.25 -0.04 0.06
C 0.2044 0.2391 0.0783 -1.26 0.18 -0.04 -0.18
O -0.2480 -0.3978 1.2372 -0.02 -1.45 1.05 -0.13
H 0.9955 -0.2721 -0.4702 0.53 0.29 0.41 0.08
H -0.6630 0.1438 -0.5748 0.04 0.63 -0.28 0.08
H 0.3452 1.2606 0.4314 0.67 0.35 -1.19 0.08
H 0.4909 -0.5588 1.8285 0.05 0.01 0.09 0.07
C -1.9209 -6.1860 0.1251 -0.33 0.06 0.71 -0.17
O -1.7700 -7.0500 -0.9899 -0.02 0.40 0.11 -0.12
H -2.8474 -5.6120 0.1307 -0.24 0.07 -0.45 0.07
H -1.9723 -6.7760 1.0402 0.34 0.02 0.23 0.07
H -1.1191 -5.4527 0.2119 0.22 -0.35 -0.30 0.08
H -2.3969 -7.7582 -0.8256 0.05 -0.17 -0.32 0.07
```
Positions in Å, forces in eV/Å.



No. 2
The following is a DFT calculation (the ωB97M-V functional and the def2-TZVPD basis) of a structure of composition C8H29CaN9O10.

Values from the calculation:
ΔE to the lowest compared entry with this formula, charge and spin ... 0.0 kcal per mole
LUMO energy ... -1.95 eV
Kohn-Sham gap ... 6.93 eV
HOMO ... -8.89 eV

```
57
Properties=species:S:1:pos:R:3:forces:R:3:lowdin_charge:R:1
Ca -1.4411 -3.5197 1.8663 -1.67 2.31 1.57 1.56
C -4.1750 -0.7321 1.8909 -0.28 0.20 0.37 -0.12
C -4.3442 -1.8656 2.8979 0.46 -0.68 -0.87 -0.44
O -3.3660 -2.8595 2.7723 2.00 -0.85 -1.26 -0.54
H -3.1446 -0.3757 1.9221 -0.05 0.23 -0.01 0.04
H -4.8803 0.0590 2.1745 0.28 0.19 -0.08 0.07
H -4.4302 -0.9907 0.8610 0.12 -0.33 0.04 0.07
H -5.3138 -2.3389 2.6925 -0.21 0.22 0.51 0.10
H -4.2818 -1.4500 3.9079 -0.36 0.02 0.08 0.10
N -0.4501 -0.5089 -0.0637 0.28 0.04 -0.54 -0.54
O 0.3348 -0.5179 -1.0453 -0.26 0.03 0.37 -0.07
O -1.2835 0.3602 0.0657 -0.11 -0.01 0.01 0.06
O -0.3410 -1.4393 0.7897 -0.11 -0.95 0.49 -0.16
C 0.6544 -2.1224 -4.0757 -0.21 -0.06 -0.25 -0.17
O 0.8801 -3.5248 -4.1886 -0.09 -0.04 0.36 -0.12
H 1.1315 -1.6643 -3.2082 0.34 -0.11 -0.09 0.04
H 0.9488 -1.6334 -5.0080 0.03 0.26 0.17 0.09
H -0.4094 -1.9546 -3.9280 -0.06 -0.20 -0.19 0.06
H 1.8244 -3.6831 -4.2645 0.02 0.07 -0.03 0.07
C 2.6977 3.1522 -0.8325 0.03 -0.89 -0.88 -0.14
O 1.6454 2.6278 -0.0335 0.00 0.09 0.23 -0.14
H 2.8284 4.2089 -0.6346 -0.06 0.04 0.17 0.08
H 3.6338 2.5987 -0.7024 0.01 0.21 0.41 0.07
H 2.4576 3.0025 -1.8939 -0.08 0.41 0.04 0.06
H 1.3807 1.7767 -0.3957 0.12 -0.05 -0.04 0.04
C 0.6543 -2.0043 4.1662 -0.06 0.87 0.01 -0.62
O -0.2599 -2.7389 3.7580 0.06 -0.69 -0.69 -0.14
N 1.2138 -1.0341 3.3925 -0.14 -0.98 0.95 0.20
N 1.0877 -2.0898 5.4535 -0.03 -0.04 -0.78 0.18
H 2.0170 -0.5678 3.7727 0.07 0.29 -0.48 0.11
H 0.9720 -1.0094 2.4149 0.03 0.17 -0.08 0.08
H 0.5505 -2.6698 6.0710 0.04 0.04 0.13 0.12
H 1.7071 -1.3884 5.8143 -0.07 -0.05 0.26 0.11
C -0.8197 1.3416 -4.0875 0.18 -0.06 -1.41 -0.67
O -1.1535 1.8479 -5.1425 -0.10 0.05 0.25 0.03
N -1.5409 0.3647 -3.4498 0.46 0.13 0.63 0.16
N 0.3941 1.6090 -3.4912 -0.21 -0.30 0.94 0.16
H -2.5268 0.2843 -3.6138 -0.05 0.22 -0.10 0.11
H -1.1831 0.1331 -2.5349 -0.46 -0.20 0.07 0.05
H 1.1806 1.8979 -4.0397 -0.19 0.17 -0.28 0.10
H 0.5785 1.0799 -2.6524 0.29 0.06 -0.10 0.04
C 4.0432 -1.1699 -1.1636 -0.61 -0.19 0.13 -0.66
O 5.2346 -1.1619 -1.3825 0.00 0.11 -0.18 0.04
N 3.4601 -2.0584 -0.2711 0.19 0.27 0.09 0.14
N 3.1102 -0.3237 -1.7183 0.10 -0.12 0.34 0.16
H 4.0713 -2.7295 0.1531 0.03 -0.07 -0.03 0.09
H 2.4684 -2.2175 -0.2599 0.00 0.01 -0.08 0.07
H 3.3224 0.1831 -2.5559 0.20 0.04 0.03 0.10
H 2.1567 -0.3767 -1.3812 0.23 -0.01 -0.36 0.03
C -1.8059 3.8990 1.7588 -0.29 -0.27 -0.30 -0.68
O -2.1510 4.7577 2.5455 -0.02 0.25 0.20 0.02
N -2.3561 2.6408 1.7225 0.52 0.12 -0.11 0.15
N -0.8588 4.0926 0.7827 -0.60 0.01 0.32 0.15
H -3.1578 2.4302 2.2831 -0.05 0.08 0.04 0.09
H -2.1343 2.0748 0.9249 -0.32 -0.27 0.13 0.05
H -0.4325 4.9992 0.7952 0.33 -0.11 -0.06 0.10
H -0.3988 3.2990 0.3696 0.33 0.36 -0.04 0.06
```
Positions in Å, forces in eV/Å.



No. 3
The following is a DFT calculation (the ωB97M-V functional and the def2-TZVPD basis) of a cluster of 7 separate species, C8H30IN2O6 in total.

Values from the calculation:
ΔE to the lowest compared entry with this formula, charge and spin ... 4.7 kcal per mole
LUMO energy ... 2.82 eV
Total charge ... -1
Kohn-Sham gap ... 8.20 eV
HOMO ... -5.37 eV

```
47
Properties=species:S:1:pos:R:3:forces:R:3:lowdin_charge:R:1
I 35.0527 5.1638 -11.3689 -0.07 0.03 0.04 0.12
C 37.5332 2.8798 -8.4609 0.11 0.67 -0.38 -0.06
C 38.4468 4.1492 -8.5387 -1.26 -2.01 -0.03 -0.45
C 39.8393 3.6733 -8.1729 0.64 1.59 0.49 -0.22
O 40.0137 3.1789 -6.8562 -0.20 -0.93 0.23 -0.18
C 39.6653 4.0564 -5.8317 -0.29 1.15 0.49 -0.14
N 38.4430 4.7080 -9.8806 -0.47 0.34 -0.21 0.03
H 38.0282 2.1820 -9.1398 -0.32 -0.48 0.21 0.07
H 36.5325 3.0905 -8.8425 0.06 0.11 -0.14 0.05
H 37.3998 2.4733 -7.4581 0.37 -0.11 0.02 0.07
H 37.9837 4.8734 -7.8671 0.61 0.32 0.10 0.13
H 40.5373 4.5167 -8.2664 0.01 0.03 -0.36 0.12
H 40.1533 2.8898 -8.8620 -0.05 -0.09 0.07 0.13
H 40.3784 4.0767 -5.0030 0.40 -0.41 -0.29 0.08
H 38.7049 3.8616 -5.3413 -0.20 -0.36 -0.40 0.08
H 39.6052 5.0922 -6.1837 0.07 0.01 -0.11 0.09
H 38.6276 4.0177 -10.6064 0.45 -0.25 0.33 0.07
H 37.4593 4.8950 -10.0892 0.12 0.48 0.00 -0.08
C 30.3479 6.0134 -11.9343 -1.26 0.49 0.02 -0.08
C 30.2877 4.7108 -11.1456 -1.10 -0.85 -0.51 -0.42
C 28.9265 3.9861 -11.4659 -0.17 0.98 -0.34 -0.22
O 28.6120 2.8828 -10.6525 0.41 -0.74 0.12 -0.18
C 27.5030 2.1203 -11.0934 0.61 0.24 -0.61 -0.12
N 31.4226 3.8559 -11.4787 0.17 0.17 0.31 0.04
H 31.1840 6.6736 -11.7121 0.20 -0.34 0.20 0.08
H 29.4306 6.5855 -11.7474 0.08 0.17 0.09 0.07
H 30.3285 5.8284 -13.0117 0.23 -0.21 -0.01 0.08
H 30.2325 4.8893 -10.0717 0.47 0.14 0.07 0.13
H 28.8995 3.7587 -12.5409 0.21 -0.50 -0.04 0.12
H 28.0825 4.6797 -11.3387 0.23 0.48 0.02 0.12
H 27.6415 1.7493 -12.1153 0.22 0.13 -0.17 0.08
H 26.5798 2.7044 -11.1188 -0.16 0.06 0.34 0.08
H 27.4209 1.2232 -10.4860 -0.10 0.24 0.39 0.08
H 31.4753 3.7660 -12.4905 -0.21 -0.19 -0.04 0.07
H 32.2539 4.4146 -11.2863 0.18 -0.28 0.24 -0.05
O 34.9116 1.9855 -13.1998 -0.04 -0.02 -0.03 -0.13
H 35.2787 1.3546 -12.5748 -0.02 0.05 0.05 0.02
H 34.8260 2.8087 -12.6888 0.07 -0.01 -0.05 -0.13
O 32.6189 6.0691 -8.6360 -0.08 0.08 0.15 -0.11
H 32.6215 5.1106 -8.5497 0.09 0.01 -0.11 0.02
H 33.4356 6.2674 -9.1144 -0.02 -0.14 -0.14 -0.06
O 37.8215 6.7555 -13.0602 0.20 -0.17 -0.08 -0.12
H 37.2789 6.1318 -12.5494 -0.05 0.05 -0.11 -0.12
H 37.4363 6.7381 -13.9407 -0.08 -0.03 0.05 0.03
O 36.8712 8.5160 -10.8599 -0.22 0.13 0.20 -0.11
H 37.6714 8.0595 -10.5841 -0.01 -0.10 -0.15 0.02
H 36.3420 7.8259 -11.2887 0.16 0.10 0.10 -0.07
```
Positions in Å, forces in eV/Å.



> Kohn-Sham gap of number 1 (C8H28O6)?

10.54 eV